A 23-piece molecular cluster, C22H88ClN44O26 overall at a distorted geometry, computed with ωB97M-V/def2-TZVPD.

Calculated values
E_tot = -5717.1477 a.u.
highest occupied orbital energy = -6.45 eV
LUMO = 0.32 eV
total charge = -1
HOMO-LUMO gap = 6.76 eV

Last column: Löwdin charge in e.
Element x y z (Å)
Cl  -0.02779  -0.03405  0.63307  0.63
O  0.54770  -1.05074  -0.17318  -0.38
O  -1.32808  -0.41927  1.05229  -0.32
O  0.88221  0.16888  1.73616  -0.35
O  -0.14772  1.20342  -0.10539  -0.35
C  -2.96431  4.48858  3.47251  -0.82
O  -3.07401  3.69160  2.58304  0.04
N  -2.28609  5.54321  3.53829  0.20
N  -3.63786  4.34786  4.56989  0.18
H  -2.17698  5.79889  2.56729  0.09
H  -2.69406  6.29694  4.07266  0.13
H  -3.47545  4.96968  5.34904  0.12
H  -4.05309  3.45430  4.79180  0.06
C  3.40745  2.82201  4.67664  -0.72
O  2.63835  3.26801  5.51686  0.03
N  3.22118  1.77945  3.84561  0.17
N  4.65645  3.25282  4.68605  0.14
H  2.31111  1.40921  3.61153  0.09
H  4.01536  1.25208  3.51200  0.08
H  5.10179  3.99445  5.20735  0.11
H  5.32342  2.74884  4.11925  0.08
C  -2.02927  -2.30314  -2.91705  -0.74
O  -2.65009  -1.35009  -2.43928  0.02
N  -0.87365  -2.81490  -2.43834  0.19
N  -2.49195  -3.04547  -3.84102  0.17
H  -0.38016  -3.46707  -3.03100  0.07
H  -0.39073  -2.25878  -1.74725  0.07
H  -1.94494  -3.51207  -4.55037  0.12
H  -3.48414  -3.02181  -4.02840  0.14
C  -5.77815  -1.15240  0.76168  -0.81
O  -5.72473  -1.44906  1.89273  0.06
N  -4.76806  -1.25363  -0.02482  0.19
N  -6.79485  -0.58668  0.12815  0.19
H  -3.87656  -1.14872  0.43812  0.10
H  -4.75304  -0.72481  -0.88518  0.08
H  -7.71136  -0.58892  0.55255  0.12
H  -6.55377  -0.60824  -0.85241  0.11
C  -1.77415  -6.96920  -2.47818  -0.80
O  -2.78610  -7.32150  -3.01737  0.06
N  -1.37064  -5.70911  -2.53718  0.15
N  -0.89338  -7.74610  -1.96511  0.19
H  -1.35154  -5.34133  -3.47764  0.09
H  -0.64533  -5.45972  -1.88003  0.08
H  -0.09684  -7.41406  -1.44035  0.09
H  -1.18034  -8.70522  -2.09864  0.13
C  1.98120  0.62613  -3.72043  -0.71
O  1.40965  1.69001  -3.76086  0.05
N  1.86046  -0.37343  -2.91748  0.17
N  2.98573  0.16349  -4.50825  0.15
H  1.99698  -1.34529  -3.15615  0.10
H  1.23232  -0.29353  -2.13062  0.08
H  3.29682  -0.78790  -4.37337  0.08
H  3.21903  0.74004  -5.30402  0.11
C  5.96186  -0.76580  -0.42993  -0.79
O  4.99809  -0.64272  0.29833  0.00
N  5.93940  -1.22553  -1.63362  0.20
N  7.17418  -0.35420  -0.08253  0.18
H  6.64388  -0.94193  -2.29951  0.13
H  5.07890  -1.65791  -1.93808  0.11
H  7.16414  0.16612  0.78306  0.12
H  7.95328  -0.57905  -0.68465  0.12
C  1.99813  -5.44202  -1.43571  -0.89
O  1.69608  -4.62453  -2.20749  0.04
N  1.99304  -5.12431  -0.20521  0.21
N  1.97034  -6.64349  -1.79069  0.20
H  2.02101  -4.11826  -0.12061  0.11
H  2.39394  -5.76066  0.46892  0.14
H  2.54233  -7.10653  -1.09894  0.14
H  1.94368  -6.72735  -2.79685  0.15
C  -3.79757  2.67484  -0.95360  -0.82
O  -4.49821  3.64267  -1.30848  0.01
N  -3.82182  1.57585  -1.54271  0.18
N  -2.93560  2.66976  -0.02789  0.19
H  -4.24937  1.49960  -2.45458  0.04
H  -3.35576  0.82792  -1.04926  0.09
H  -2.26172  1.96138  0.22550  0.08
H  -2.90990  3.52793  0.50407  0.07
C  5.66288  -3.23806  3.11043  -0.75
O  5.50486  -3.88677  4.14030  0.02
N  5.61478  -1.91333  3.06590  0.15
N  6.00546  -3.70406  1.93318  0.16
H  5.43666  -1.34867  2.24766  0.05
H  5.53455  -1.45932  3.96454  0.11
H  6.11620  -4.68290  1.71024  0.11
H  6.08764  -3.00557  1.20829  0.08
C  -1.37171  7.23843  0.43469  -0.66
O  -2.18381  7.96498  -0.25045  -0.06
N  -1.41399  5.90060  0.28325  0.17
N  -0.57294  7.56049  1.44375  0.16
H  -2.21958  5.56539  -0.22544  0.11
H  -0.73237  5.27877  0.69414  0.07
H  0.23300  7.04937  1.77440  0.07
H  -0.53943  8.51398  1.77512  0.11
C  4.27515  -3.73887  -4.79435  -0.80
O  5.16361  -3.69143  -3.94913  0.02
N  4.49440  -3.82747  -6.09623  0.16
N  3.03480  -3.79304  -4.51863  0.17
H  5.34738  -3.39162  -6.41645  0.12
H  3.65758  -3.55165  -6.58995  0.10
H  2.24932  -3.81891  -5.15302  0.13
H  2.83361  -3.69435  -3.53380  0.07
C  -0.93568  1.01376  5.15575  -0.83
O  -0.02524  0.35259  5.53505  0.05
N  -1.47736  0.88172  3.98617  0.20
N  -1.73074  1.66156  5.93317  0.19
H  -0.77934  0.53733  3.34254  0.06
H  -2.19575  1.49201  3.62345  0.08
H  -1.62549  1.62928  6.93715  0.13
H  -2.58123  1.95097  5.47165  0.05
C  0.95321  4.39915  1.82790  -0.85
O  1.37503  5.42594  2.30104  0.04
N  0.16986  3.59035  2.34967  0.21
N  1.24217  3.93980  0.61810  0.17
H  -0.08188  2.78195  1.79901  0.09
H  -0.17569  3.73330  3.28789  0.13
H  1.02074  2.99341  0.34348  0.07
H  1.89889  4.61889  0.26078  0.06
C  -2.69700  -3.16595  5.18185  -0.75
O  -3.14646  -2.67741  6.19297  0.03
N  -2.93828  -2.85407  3.91851  0.20
N  -1.73606  -4.07721  5.23951  0.14
H  -2.50990  -3.29325  3.11619  0.08
H  -3.40159  -1.96092  3.83061  0.08
H  -1.98030  -4.85661  5.83366  0.11
H  -1.33656  -4.40397  4.37134  0.05
C  0.69484  -3.49975  2.91334  -0.72
O  -0.16454  -4.39438  2.91075  -0.02
N  1.52882  -3.31382  1.89761  0.18
N  1.07850  -2.87524  3.92966  0.24
H  1.34837  -3.86974  1.07390  0.04
H  1.90583  -2.38064  1.81318  0.10
H  0.55127  -3.13607  4.75069  0.12
H  1.59055  -2.00470  3.92183  0.13
C  4.85830  2.49747  -1.26125  -0.74
O  4.94754  3.05113  -2.32820  0.04
N  5.48058  2.77581  -0.08018  0.17
N  3.86651  1.68099  -1.01435  0.18
H  6.46385  3.00487  -0.10863  0.10
H  4.97163  2.34190  0.67666  0.10
H  3.98746  0.76848  -0.59865  0.07
H  3.19726  1.69522  -1.77065  0.08
C  -2.87307  -4.79326  0.60648  -0.75
O  -3.18319  -5.78792  1.28816  -0.01
N  -1.83443  -3.98985  0.81736  0.18
N  -3.42725  -4.58482  -0.52628  0.17
H  -1.16049  -4.27347  1.51410  0.04
H  -1.88597  -3.10134  0.33988  0.09
H  -4.18295  -5.15953  -0.87085  0.13
H  -3.01862  -3.99236  -1.23487  0.07
C  -4.41688  1.14227  -4.74271  -0.78
O  -5.18066  1.35404  -3.82713  0.04
N  -4.70266  1.64144  -5.90863  0.18
N  -3.25053  0.61716  -4.64940  0.19
H  -4.08407  1.53612  -6.70007  0.11
H  -5.61539  2.03068  -6.09709  0.13
H  -2.74740  0.28639  -5.46029  0.12
H  -2.94127  0.24075  -3.76465  0.08
C  -4.74780  0.87113  4.32840  -0.70
O  -4.51512  1.70566  5.21521  -0.02
N  -5.08588  -0.42319  4.55911  0.17
N  -4.71241  1.07144  3.07296  0.21
H  -5.32795  -0.77284  5.47521  0.11
H  -5.66076  -0.85914  3.85231  0.07
H  -5.24205  0.36450  2.58325  0.08
H  -4.39299  1.87145  2.54566  0.10
C  -0.96701  3.61614  -5.35467  -0.79
O  -1.77659  4.19219  -6.05678  0.01
N  0.28460  3.53984  -5.68474  0.15
N  -1.22807  3.07607  -4.18298  0.19
H  0.89667  2.96455  -5.12394  0.05
H  0.38861  3.69043  -6.67802  0.11
H  -2.10886  2.68831  -3.87647  0.09
H  -0.45014  2.67309  -3.68047  0.07
C  1.96975  5.74507  -2.09870  -0.83
O  2.13164  5.78837  -0.92321  0.06
N  1.40960  6.67047  -2.81871  0.19
N  2.30781  4.76593  -2.78893  0.21
H  1.79795  6.71641  -3.74993  0.11
H  1.09430  7.49713  -2.33154  0.12
H  2.09269  4.65644  -3.76967  0.11
H  2.95632  4.05870  -2.47370  0.09

Atoms 1-3, force components in eV/Å:
Cl 0.44 1.64 0.79
O 0.58 -1.53 -1.78
O -0.80 -0.50 0.54